108
Properties=species:S:1:pos:R:3 method="wB97M-V/def2-TZVPD" spin_multiplicity=3 e_lumo_ev="2.1 / 1.1" relative_energy_kj_mol=132.97 orbital_gap_ha="0.1874 / 0.2761" s2=2.024 charge=-1
H 1.15798 -3.36113 -4.86009
C 0.81029 -1.47130 -3.91652
H -0.88127 -2.65762 -2.26982
H 1.48897 -3.12227 0.09094
H 0.80319 0.01678 -7.46186
H -1.66018 4.33427 -4.99496
C 0.48032 4.18844 -1.02822
H -1.25445 -7.25986 -2.66159
O 0.02592 2.06879 0.04302
H -4.84363 4.41040 0.92526
H 0.81130 -5.04367 2.66372
Ti -0.11911 0.31253 0.02892
H -3.59375 1.17977 -2.82842
C -1.56460 3.83101 0.30543
C -4.14280 0.56318 1.20779
H -1.63766 -4.98699 0.84802
H -2.80819 3.26278 -5.83352
C 1.05146 6.28352 -2.07013
C -2.94420 3.81178 0.14441
H 5.84210 1.71663 -2.32988
N -2.07977 0.15507 0.01602
H -3.91450 1.36832 -4.55904
H 2.38009 -0.65360 -1.53540
H 2.06011 2.93728 -3.84194
C 3.99181 2.41413 -3.16313
H -3.39786 4.45802 -4.64968
C 0.98590 -1.77454 -6.29464
H -3.87973 5.57715 2.88326
C 2.81683 0.23754 -1.95400
C -0.36625 2.05125 -3.05038
H -4.55829 2.56091 -3.39991
I -5.09628 -2.18525 -2.02871
C 0.22584 -5.43873 1.82929
C -3.71750 1.90643 -3.63245
C -0.56894 3.14486 -0.64364
H -0.52657 -5.44113 -1.06475
H 0.49854 1.48066 -5.52771
C 0.62999 0.42047 -5.36987
C 4.17857 0.44918 -1.82258
C -1.09272 -4.67244 1.74549
C 0.99542 -2.30057 -5.01196
H 0.75907 7.15980 -2.63648
H -3.39257 3.32405 -0.70753
C -2.80710 0.75494 1.03094
C 2.36670 6.14256 -1.64520
H -0.35582 -2.83028 2.62248
H -4.65377 1.08511 2.00631
C -2.44872 2.73799 -3.78844
H 0.81554 -1.88365 -2.91639
H -1.71580 -4.93893 2.60761
C 2.73184 5.02996 -0.90520
C -4.87213 -0.29915 0.35644
C -3.23114 5.08280 2.17053
H 1.12386 -2.41909 -7.15399
O 1.59610 1.04834 2.75775
C 0.10890 5.31914 -1.75303
C -0.88574 -3.33693 -1.41320
C 2.62121 2.22160 -3.25548
H 0.96971 -7.47147 2.04176
H 0.80077 -5.24700 0.92000
C 0.01675 -6.94070 2.00123
H 0.27257 2.88183 -3.35322
C -1.85466 5.08628 2.35014
Ge 0.09137 -2.40410 0.15809
C 0.80505 -0.41034 -6.46607
O -0.00124 0.02159 -1.74650
C 1.79539 4.05023 -0.60428
C -1.03183 4.45792 1.43102
H -2.24184 1.39680 1.69005
H 0.21153 -6.86275 -3.56651
C 2.00183 1.14710 -2.62448
C -0.90052 -3.15873 1.74141
H -0.52726 -7.14851 2.92543
H -1.87022 -2.65159 1.74676
O -0.31385 -0.18368 1.88844
H 4.76507 -0.26224 -1.25461
O -2.12500 3.41460 -2.58872
H -2.22752 -1.11460 -1.63995
H -1.92455 -3.42856 -1.07966
H 4.43942 3.25544 -3.67802
C -0.85028 -6.63117 -3.45772
H -1.81383 1.68014 -1.52708
C -2.58834 3.77067 -4.89531
C -1.06140 -5.15388 -3.13595
H 0.04018 4.43815 1.58590
C -3.77022 4.43585 1.07026
H -0.92151 5.43312 -2.06530
H 0.72075 -4.65192 -2.02452
H -1.35602 -6.89720 -4.38780
O 1.64409 -1.39064 2.69756
H 3.10026 6.90373 -1.88243
H -0.56449 -7.34470 1.16867
H -0.70148 -4.54182 -3.96811
C -1.25203 2.53524 -1.89127
C -4.12563 -0.90850 -0.65819
H 3.75392 4.91326 -0.56735
H -1.41876 5.59144 3.20331
O 1.63390 -0.13675 0.62733
H 2.06668 3.17495 -0.02770
H -5.92683 -0.48275 0.48627
H -2.13279 -4.95648 -3.03717
C -2.79219 -0.68642 -0.82429
C 4.77650 1.54644 -2.42207
C 0.60888 -0.10465 -4.08139
C 0.50738 0.77750 -2.81906
S 1.19499 -0.16198 2.09673
O -1.36013 1.86375 -4.05996
C -0.36017 -4.69882 -1.85212

95
Properties=species:S:1:pos:R:3 method="wB97M-V/def2-TZVPD" spin_multiplicity=1 e_lumo_ev=-0.8 relative_energy_kj_mol=0.00 orbital_gap_ha=0.3075
O 4.22289 -2.32053 -3.27425
H 0.27129 -3.92082 -4.74683
C 0.66315 2.10368 -1.45621
H 3.23588 -3.94780 -0.87451
H 1.21060 -5.11070 2.86165
O -0.97097 5.29909 -1.22657
H -0.25175 3.46654 -0.02122
H -1.78809 5.17786 -1.72324
H 5.55449 0.46952 -0.15053
H -1.37721 -2.56335 3.42830
H 4.70421 -2.18890 -4.10020
O -2.88531 0.69610 -3.43642
H -4.51628 4.42740 2.70288
O -2.53068 0.22262 2.46971
H 1.28435 6.07156 -0.99121
O -1.38851 2.13970 -5.30135
O -1.49824 -0.50445 5.20810
H -2.67152 2.86108 7.14224
O 0.06209 -3.39143 -5.52815
O 5.28823 1.76618 -3.55171
C 1.10990 0.60756 -1.54126
H 1.28572 -3.42325 2.14672
O 5.03497 -2.07227 -0.19630
H -3.00514 -6.66643 1.67681
H -2.37016 3.27492 3.28833
H -3.55272 -1.25074 -1.79740
H -3.30701 0.92441 -2.59796
O 0.37521 3.95731 2.47243
C -3.37182 1.37321 2.80217
H -3.17778 2.44469 4.74341
C 1.47424 -5.13629 0.69765
H 4.91851 -2.32110 -2.60436
H 0.49530 0.98845 1.10003
H -0.20054 -4.52577 1.95190
H -4.24679 0.96026 3.38085
C 2.45557 -3.75067 -1.64283
O 0.60963 -5.16809 -0.42347
H -0.73731 -2.01073 2.15721
H -2.03866 -5.54971 1.32146
H 7.90128 -2.82856 0.91723
H 0.89172 4.06283 1.66460
H -0.79372 -0.09040 -2.40762
O 7.85856 -2.36166 0.07619
C -2.58559 2.31169 3.80519
H -1.61948 3.95621 7.15376
O 2.09551 6.51561 -0.72074
C -4.24814 -1.33649 -0.93057
P -1.92509 0.33104 0.91587
H -4.58667 4.56912 1.19097
H 0.29603 -3.96329 -6.26680
H -5.30137 -1.48578 -1.29734
H 1.57441 2.69659 -1.18922
H 5.32672 1.30522 -2.70454
C 0.23093 -0.42247 -2.07046
C 1.20640 -4.67943 -1.58515
H -0.64460 2.19723 1.78066
O 2.55990 -5.62418 0.72978
H 6.98267 -1.95016 0.07987
H -1.19823 1.60973 -4.51746
H 4.41695 2.17799 -3.55458
O -0.52135 -2.33442 3.05219
H -0.08079 -2.55901 -2.52751
H -4.61966 -0.18019 0.97679
C -0.46883 1.50849 0.88682
H 0.27421 2.39632 -2.46416
H -3.80786 1.90237 1.92557
C -4.29456 0.00671 -0.07373
H -1.11672 1.57833 -6.03608
C 0.91557 -4.45798 2.00148
H -1.60189 1.85523 4.06960
C 4.32967 -1.17510 -0.56860
C 0.65967 -1.83768 -2.11941
H -1.44153 2.48267 -0.91884
H 1.03774 3.96505 3.17290
O 3.61020 2.24721 -0.13476
O -2.64875 -5.83615 2.01135
C 3.59657 1.11663 -0.51939
H -4.00689 -2.16984 -0.23324
O -3.07661 0.78127 -0.20029
H -2.39509 -0.70398 5.49720
O -4.06681 4.15997 1.89217
H 2.76722 5.82569 -0.76597
O -1.50580 -1.06452 0.53674
N 4.69124 0.20454 -0.62801
O 0.68342 -4.97178 -2.62446
H -1.60333 -0.23532 4.28153
H -5.10200 0.62688 -0.55637
O -2.51047 3.76287 6.84226
C -0.46494 2.42859 -0.38373
C 1.97367 -2.23296 -1.64795
H -3.45441 1.09813 -4.10378
H -0.83915 6.25521 -1.22703
C 2.44237 0.24884 -1.08746
H 2.94527 -3.94450 -2.63131
C 2.89267 -1.14757 -1.13001

16
Properties=species:S:1:pos:R:3 method="wB97M-V/def2-TZVPD" spin_multiplicity=1 e_lumo_ev=-10.0 orbital_gap_ha=0.1612 charge=+2
Br 1.07023 1.02203 -5.33417
O 1.24041 1.67014 0.08917
As -1.43560 -1.18462 2.22865
Br 2.72693 -0.91102 -3.41388
H 1.17000 0.71119 -0.08403
F -3.02931 -1.33840 1.52638
Ba 3.03480 2.91078 1.80296
C 1.09555 0.25789 -3.53448
Br -0.50603 -0.78508 -2.98041
Ba -0.96894 2.46633 1.03766
F -1.13497 -2.78963 1.52602
F -0.82403 -0.52988 0.65303
F 0.15654 -1.26255 2.89031
H 1.23452 1.02009 -2.76778
F -2.13175 -1.78644 3.79300
F -1.69833 0.52916 2.56750

13
Properties=species:S:1:pos:R:3 method="wB97M-V/def2-TZVPD" spin_multiplicity=1 e_lumo_ev=-19.7 relative_energy_kj_mol=0.00 orbital_gap_ha=0.0774 charge=+3
In -5.49416 3.51020 1.99323
C 1.01254 -0.75606 1.58259
H 0.76732 -0.45943 -2.36344
H 1.58198 0.03449 2.07133
O -1.13717 0.38730 0.13751
H 1.43708 -1.70733 1.90346
H 0.43258 1.17372 -2.05398
H -0.97047 0.15083 -2.47819
C -0.16296 -0.06494 -0.48426
C -0.01342 0.18383 -1.95755
N 0.91922 -0.59711 0.15094
H 1.64573 -0.99923 -0.42401
H -0.01829 -0.85621 1.92236

60
Properties=species:S:1:pos:R:3 method="wB97M-V/def2-TZVPD" spin_multiplicity=1 e_lumo_ev=0.7 relative_energy_kj_mol=89.90 orbital_gap_ha=0.3328
N 2.07803 0.70796 -0.92713
H 0.43968 3.13743 0.37552
N 2.47368 3.04882 -0.81723
H 2.62861 -2.03936 -2.42164
H -5.85545 -0.00654 -2.66989
N 0.70822 -1.76736 1.29253
C -0.95653 -0.55286 2.52391
C -6.86408 -1.48960 -1.44104
H 1.20848 -0.88778 1.34402
C 3.45140 3.89776 -0.41638
H -7.51332 0.42254 -2.20293
C 4.56259 3.31565 0.09450
H 2.33676 -4.30443 -1.95695
H -1.30182 2.77735 0.28124
C -2.40066 0.58651 0.91523
C 1.23815 -2.81535 0.44886
H -3.22874 1.91599 2.37626
O 0.33026 -0.50862 -1.57346
H -5.46304 1.96886 1.30316
C -4.91917 0.64081 -0.27348
C -4.66209 1.38039 0.88484
H 2.81160 -4.98968 0.29501
H -1.90684 -0.72368 3.03203
S 4.39677 1.59817 0.09234
H 0.36638 2.60035 -1.86107
C -6.58897 -0.04737 -1.85542
H -1.85698 -0.74483 -0.66657
C 2.77154 -2.80230 0.44150
C -0.51785 -1.85254 1.83450
H -7.22482 -2.05369 -2.29671
C 0.76311 0.58845 -1.27716
O 3.28056 -1.83377 -0.46608
H 3.13822 -2.52330 1.43428
H 4.40023 -4.20257 0.26628
C 2.80151 1.81974 -0.61697
O 1.03977 1.07119 1.69130
H 0.85600 -3.76332 0.83592
C -0.30031 2.36086 0.18141
N -1.12902 0.51705 1.55281
H -7.61988 -1.51013 -0.65997
H 4.38586 -2.12638 -2.14814
C -0.10242 1.82592 -1.25431
H -4.05134 -0.70660 -1.72022
O -6.17659 0.76136 -0.77012
C 3.29295 -3.94751 -1.57678
H 5.45171 3.77888 0.46912
H -5.96362 -1.96392 -1.05875
H 0.86876 -2.67910 -0.57456
O -1.21869 -2.84229 1.79128
C -0.06863 1.26837 1.20553
H -1.06489 1.54882 -1.68676
C 3.36253 -4.12300 -0.05920
H -0.19098 -0.24167 3.24016
H 4.09063 -4.47767 -2.09198
C 3.40916 -2.42642 -1.75710
H 2.55988 -0.18717 -0.77656
C -3.41892 1.34926 1.47674
H 3.28965 4.95438 -0.52860
C -3.89547 -0.12282 -0.82745
C -2.64582 -0.14866 -0.23362

17
Properties=species:S:1:pos:R:3 method="wB97M-V/def2-TZVPD" spin_multiplicity=1 e_lumo_ev=1.1 relative_energy_kj_mol=129.15 orbital_gap_ha=0.3627
C -0.85770 -1.29442 -0.04220
H -1.03094 1.49877 -1.40916
H -0.00514 -1.96849 0.08228
H -1.30660 -1.48001 -1.02349
C 0.36268 0.42914 1.35964
H 0.23968 1.32111 1.97345
H -2.43404 0.73609 -0.64978
C 1.92908 -0.16674 -0.56808
H -1.59623 -1.57374 0.71849
H 1.86435 -0.01222 -1.65106
H -1.57244 2.06108 0.16847
C -0.47776 0.16582 0.15125
N 0.89041 0.63364 0.03280
H 1.86698 -1.24877 -0.37647
C -1.44858 1.16976 -0.45200
H 2.91024 0.18815 -0.23646
H 0.66600 -0.45918 1.92232